Entry 1:
{"formula": "C41H40IrN2O5S2Te", "method": "ωB97M-V/def2-TZVPD", "mol_weight_g_mol": 1024.7, "energy_ev": -88186.031, "total_charge": -1, "de_lowest_kj_mol": 89.8, "elements": ["Ir", "C", "C", "C", "C", "C", "O", "C", "C", "C", "C", "C", "C", "C", "O", "C", "C", "C", "N", "C", "C", "Te", "C", "C", "C", "C", "C", "C", "C", "C", "C", "C", "C", "C", "H", "H", "H", "H", "H", "H", "H", "H", "H", "H", "H", "H", "H", "H", "H", "H", "H", "H", "H", "H", "H", "H", "H", "H", "C", "C", "C", "C", "C", "C", "C", "S", "O", "O", "O", "H", "H", "H", "H", "H", "H", "H", "C", "C", "C", "C", "H", "H", "H", "H", "H", "H", "H", "H", "H", "S", "C", "N"], "positions_angstrom": [[-0.537303, 1.193263, -0.319852], [-0.921013, -5.687604, 1.269420], [-0.895394, -4.323447, 0.632639], [-1.627876, -4.026715, -0.499451], [-1.596978, -2.769751, -1.102076], [-2.415610, -2.647794, -2.348471], [-3.438735, -3.301885, -2.453264], [-1.942986, -1.859319, -3.530535], [-0.594240, -1.601949, -3.753214], [-0.185758, -1.023239, -4.945985], [-1.119224, -0.699923, -5.919841], [-2.467806, -0.953180, -5.700330], [-2.876858, -1.531319, -4.510857], [-0.841674, -1.723446, -0.535508], [-0.787060, -0.589749, -1.196018], [-0.122473, -1.999202, 0.659184], [-0.152140, -3.287172, 1.184466], [0.694321, -1.004307, 1.402879], [1.193319, 0.035574, 0.847556], [2.077976, 0.926034, 1.599051], [2.434066, 2.194645, 0.843657], [4.099385, 2.045418, -0.491551], [3.571816, 0.299405, -1.548358], [3.348680, 0.392462, -2.918334], [3.064411, -0.751085, -3.654532], [2.972230, -1.984038, -3.025150], [3.187448, -2.078024, -1.655696], [3.506828, -0.943152, -0.924014], [0.902203, -1.328890, 2.860280], [-0.605002, -1.621830, 4.760210], [0.196625, -1.779080, 5.801821], [1.662384, -1.809957, 5.848288], [2.477384, -1.694586, 4.812876], [2.093985, -1.487716, 3.410493], [-1.405626, -6.413346, 0.615714], [-1.469162, -5.672951, 2.215095], [0.088257, -6.046821, 1.483494], [-2.243927, -4.785127, -0.967959], [0.137702, -1.850401, -2.995884], [0.863356, -0.808104, -5.106347], [-0.797132, -0.236305, -6.844495], [-3.200103, -0.693535, -6.455071], [-3.919769, -1.753138, -4.327420], [0.441816, -3.496415, 2.068051], [3.006102, 0.401549, 1.826364], [1.620113, 1.192457, 2.557088], [2.783486, 2.937542, 1.564607], [1.590062, 2.621668, 0.308631], [3.379190, 1.357666, -3.409942], [2.896035, -0.666893, -4.721470], [2.727408, -2.870163, -3.598013], [3.117856, -3.037290, -1.156895], [3.710876, -1.029964, 0.136637], [-1.679043, -1.625772, 4.891812], [-0.324455, -1.902708, 6.742235], [2.103295, -1.936639, 6.829179], [3.543812, -1.721817, 4.998299], [2.916583, -1.411592, 2.713078], [2.289915, 4.822325, 3.667305], [1.089398, 3.953541, 3.397959], [0.216272, 4.239272, 2.349876], [-0.877685, 3.425566, 2.087061], [-1.096189, 2.292848, 2.860340], [-0.249830, 2.006945, 3.920047], [0.829435, 2.838814, 4.190948], [-2.430529, 1.133875, 2.416780], [-3.523634, 2.021893, 1.971117], [-0.345993, -1.432238, 3.434557], [-1.713628, 0.468957, 1.229517], [2.260525, 5.730512, 3.065320], [3.216734, 4.295321, 3.426930], [2.341773, 5.110520, 4.718866], [0.390956, 5.117130, 1.736066], [-1.577245, 3.664002, 1.293420], [-0.438908, 1.140171, 4.546061], [1.488787, 2.608415, 5.022074], [-2.227398, 1.652741, -3.549761], [-2.927486, 1.536178, -2.200673], [-4.328140, 2.145432, -2.272965], [-2.134390, 2.209013, -1.077132], [-2.816726, 1.181600, -4.339603], [-1.246513, 1.178052, -3.533127], [-2.084786, 2.705885, -3.813250], [-3.033264, 0.473746, -1.954941], [-4.266371, 3.211676, -2.515825], [-4.846670, 2.046122, -1.317097], [-4.929151, 1.659288, -3.047263], [-2.808238, 2.369535, -0.234438], [-1.770463, 3.186662, -1.432594], [1.698485, 3.409623, -3.864718], [1.027129, 2.552651, -2.657523], [0.582166, 1.913585, -1.789904]], "forces_ev_per_a": [[0.0, -0.8, 0.1], [0.0, 0.0, 0.0], [0.1, 0.1, 0.0], [0.0, 0.1, -0.1], [0.0, -0.2, 0.0], [0.0, 0.0, -0.1], [0.0, 0.1, 0.1], [0.0, -0.1, -0.1], [0.0, 0.0, -0.1], [0.0, 0.0, 0.0], [-0.1, 0.0, 0.0], [0.1, -0.1, -0.1], [0.1, -0.1, 0.0], [0.4, 0.2, 0.0], [-0.4, 0.9, 0.3], [0.0, 0.1, 0.2], [-0.1, 0.0, 0.0], [0.2, -0.3, -0.3], [-0.6, 0.3, 0.1], [0.1, 0.0, 0.0], [0.1, 0.0, 0.1], [0.1, -0.1, 0.0], [0.0, 0.0, -0.1], [0.1, -0.1, 0.0], [0.0, 0.0, 0.1], [0.0, 0.0, 0.0], [0.0, 0.0, 0.0], [0.0, 0.0, 0.0], [-0.3, 0.0, -0.1], [-0.2, 0.0, -0.2], [0.1, 0.0, 0.2], [-0.2, 0.0, 0.3], [0.3, 0.0, -0.3], [0.3, 0.0, 0.1], [0.0, 0.0, 0.0], [0.0, 0.0, 0.0], [0.0, 0.0, 0.0], [0.0, 0.0, 0.0], [0.0, 0.0, -0.1], [-0.1, 0.0, 0.0], [0.0, 0.0, 0.0], [0.0, 0.0, 0.0], [0.0, 0.0, 0.0], [0.0, 0.0, 0.0], [0.0, 0.0, 0.0], [0.0, -0.1, -0.2], [0.0, 0.0, -0.1], [0.0, 0.0, 0.0], [0.0, -0.1, 0.0], [0.1, 0.0, 0.0], [0.0, 0.0, 0.0], [0.0, 0.0, 0.0], [0.0, 0.0, 0.0], [0.0, 0.0, 0.0], [0.0, 0.0, 0.0], [0.0, 0.0, 0.0], [0.0, 0.0, 0.0], [0.0, 0.0, 0.0], [0.0, 0.0, 0.0], [-0.1, 0.1, 0.0], [0.0, 0.0, 0.0], [0.1, -0.1, -0.1], [0.0, 0.0, 0.1], [-0.1, 0.1, 0.1], [0.0, 0.1, 0.0], [0.1, 0.3, 0.0], [0.1, 0.0, 0.1], [-0.1, 0.2, -0.1], [0.0, -0.5, -0.2], [0.0, 0.0, 0.0], [0.0, 0.0, 0.0], [0.0, 0.0, 0.0], [0.0, 0.0, 0.0], [0.0, 0.0, 0.0], [0.0, 0.0, -0.1], [0.0, 0.0, 0.0], [0.0, 0.0, 0.0], [0.1, 0.1, 0.0], [0.0, 0.0, 0.0], [-0.1, -0.2, -0.1], [0.0, 0.1, 0.1], [0.0, 0.0, 0.0], [0.0, 0.0, 0.0], [0.0, 0.0, 0.0], [0.0, 0.0, 0.0], [0.0, 0.0, 0.0], [0.0, 0.0, 0.0], [0.0, 0.1, 0.0], [0.0, 0.0, 0.0], [-0.1, 0.1, -0.1], [0.1, 0.0, 0.0], [-0.1, 0.1, -0.1]]}



Entry 2:
{"formula": "C41H40N12O2Sr", "method": "ωB97M-V/def2-TZVPD", "mol_weight_g_mol": 820.5, "energy_ev": -65964.211, "total_charge": 2, "de_lowest_kj_mol": 167.8, "elements": ["Sr", "C", "C", "N", "C", "C", "N", "C", "C", "C", "C", "C", "N", "C", "C", "N", "C", "C", "N", "C", "C", "C", "N", "C", "C", "H", "H", "H", "H", "H", "H", "H", "H", "H", "H", "H", "H", "C", "N", "C", "C", "C", "C", "C", "C", "C", "C", "H", "H", "H", "H", "H", "H", "H", "H", "H", "H", "H", "H", "O", "N", "O", "C", "C", "C", "C", "C", "C", "N", "C", "C", "N", "C", "C", "C", "C", "H", "H", "H", "H", "H", "H", "H", "N", "C", "C", "N", "H", "H", "H", "H", "H", "H", "H", "H", "H"], "positions_angstrom": [[0.195680, -0.271871, -0.165000], [3.323195, 2.680797, 1.661393], [2.698023, 1.621116, 1.128372], [1.518273, 1.882731, 0.335676], [0.766284, 2.912020, 1.038626], [1.557723, 4.055003, 1.365737], [2.842114, 3.975309, 1.570501], [-0.433916, 2.561280, 1.673738], [-1.179199, 3.520649, 2.431948], [-2.340716, 3.169767, 3.048272], [-2.776973, 1.819618, 2.968301], [-2.021768, 0.937533, 2.246171], [-0.908831, 1.289410, 1.562253], [-2.360455, -0.512727, 2.213409], [-3.472670, -1.048502, 2.889943], [-3.724117, -2.341035, 2.946544], [-2.857780, -3.157437, 2.342259], [-1.783040, -2.654904, 1.644733], [-1.543652, -1.340527, 1.554339], [-3.134664, 4.156337, 3.822137], [-4.523494, 4.150890, 3.770686], [-5.224715, 5.096832, 4.502599], [-4.640845, 6.014578, 5.267274], [-3.311937, 6.010654, 5.318459], [-2.519177, 5.112413, 4.619426], [4.233110, 2.552663, 2.235382], [3.066729, 0.602883, 1.204253], [1.106656, 5.037985, 1.486088], [-0.816075, 4.536405, 2.505091], [-3.651450, 1.521391, 3.524901], [-4.173892, -0.403314, 3.400269], [-3.033139, -4.223016, 2.423250], [-1.071806, -3.317740, 1.158866], [-5.057062, 3.438368, 3.154098], [-6.307958, 5.119251, 4.469201], [-2.854547, 6.760264, 5.953586], [-1.442003, 5.146036, 4.718416], [-1.689675, 0.865880, -3.135273], [-1.522482, 1.264472, -1.735911], [-2.854159, 1.545813, -1.177101], [-0.716183, 2.516736, -1.658852], [0.741624, 2.313597, -2.010225], [1.082499, 2.425118, -3.360865], [2.371843, 2.240178, -3.826188], [3.369711, 1.955893, -2.908349], [3.071975, 1.875710, -1.559285], [1.772061, 2.062368, -1.075993], [-2.093393, 1.684936, -3.744705], [-2.403912, 0.039542, -3.200964], [-0.738220, 0.558206, -3.571009], [-3.382998, 2.302144, -1.770361], [-2.762236, 1.903533, -0.153731], [-3.462585, 0.636872, -1.174711], [-0.823095, 2.914708, -0.656063], [-1.144547, 3.254871, -2.349539], [0.302489, 2.697259, -4.063283], [2.598038, 2.353669, -4.877818], [4.395407, 1.835096, -3.232579], [3.870238, 1.712748, -0.851374], [6.617658, -5.428132, -0.541104], [5.647321, -5.132456, -1.193082], [5.385688, -5.538199, -2.309206], [4.661369, -4.222491, -0.569622], [4.519524, -4.307088, 0.762574], [3.523059, -3.525493, 1.431615], [3.373534, -3.562823, 2.829670], [2.413943, -2.787059, 3.421999], [1.597169, -1.999647, 2.601547], [1.706406, -1.954758, 1.285946], [2.672593, -2.695998, 0.693890], [2.867245, -2.582306, -0.745536], [2.088095, -1.707658, -1.425729], [2.338467, -1.488526, -2.701329], [3.352401, -2.142291, -3.404749], [4.113970, -3.072013, -2.747552], [3.880954, -3.320878, -1.379757], [5.156635, -4.974052, 1.328260], [4.025654, -4.194126, 3.420280], [2.278718, -2.771967, 4.493795], [0.825726, -1.375102, 3.039104], [1.730935, -0.733187, -3.195282], [3.537015, -1.904261, -4.442755], [4.898034, -3.601115, -3.266400], [-2.398831, -4.172979, -4.743840], [-2.656957, -3.468140, -3.427568], [-1.388645, -2.790939, -2.906869], [-1.589816, -2.122392, -1.630800], [-3.246515, -4.627077, -5.094012], [-1.681915, -4.896629, -4.647527], [-2.082079, -3.519559, -5.464456], [-3.023121, -4.226970, -2.737795], [-3.452763, -2.748090, -3.612534], [-1.034554, -2.058188, -3.637199], [-0.593591, -3.531333, -2.783253], [-1.878632, -2.779785, -0.912940], [-2.309034, -1.406777, -1.684774]], "forces_ev_per_a": [[-0.2, 0.1, 0.1], [0.0, 0.0, 0.0], [0.0, 0.1, 0.0], [0.1, -0.1, -0.1], [0.0, 0.0, -0.1], [0.0, 0.0, 0.0], [0.0, 0.0, 0.0], [0.0, 0.0, 0.1], [0.0, 0.0, 0.0], [-0.1, 0.0, 0.1], [0.0, 0.1, 0.1], [0.0, 0.0, -0.1], [0.1, -0.1, 0.0], [0.0, 0.0, 0.0], [0.0, 0.0, 0.0], [0.0, 0.0, 0.0], [0.0, 0.0, 0.0], [0.0, 0.0, 0.0], [-0.1, 0.0, 0.1], [0.0, -0.1, -0.1], [0.0, 0.0, 0.0], [0.0, 0.0, 0.0], [0.0, 0.0, 0.0], [0.0, 0.0, 0.0], [0.0, 0.0, 0.0], [0.0, 0.0, 0.0], [0.0, 0.0, 0.0], [0.0, 0.0, 0.0], [0.0, 0.0, 0.0], [0.0, 0.0, 0.0], [0.0, 0.0, 0.0], [0.0, 0.0, 0.0], [0.0, 0.0, 0.0], [0.0, 0.0, 0.0], [0.0, 0.0, 0.0], [0.0, 0.0, 0.0], [0.0, 0.0, 0.0], [0.0, 0.0, 0.1], [-0.1, 0.1, -0.1], [0.0, 0.0, 0.0], [0.0, -0.1, 0.0], [0.0, 0.0, 0.0], [0.0, 0.0, 0.0], [0.0, 0.0, 0.0], [0.0, 0.0, 0.0], [0.0, 0.0, 0.0], [0.0, 0.0, 0.0], [0.0, 0.0, 0.0], [0.0, 0.0, 0.0], [0.0, 0.0, 0.0], [0.0, 0.0, 0.0], [0.0, 0.0, 0.0], [0.0, 0.0, 0.0], [0.0, 0.0, 0.0], [0.0, 0.0, 0.0], [0.0, 0.0, 0.0], [0.0, 0.0, 0.0], [0.0, 0.0, 0.0], [0.0, 0.0, 0.0], [0.0, 0.0, 0.0], [0.0, 0.1, 0.0], [0.0, 0.0, 0.0], [0.0, 0.0, 0.0], [0.0, 0.0, 0.0], [0.1, 0.0, 0.0], [0.0, 0.0, 0.0], [0.0, 0.0, 0.0], [0.0, 0.0, 0.0], [0.1, 0.0, -0.1], [0.0, 0.0, 0.0], [0.0, 0.0, 0.0], [0.0, 0.1, 0.1], [0.0, 0.0, 0.0], [0.0, 0.0, 0.0], [0.0, 0.0, 0.0], [0.0, 0.0, 0.0], [0.0, 0.0, 0.0], [0.0, 0.0, 0.0], [0.0, 0.0, 0.0], [0.0, 0.0, 0.0], [0.0, 0.0, 0.0], [0.0, 0.0, 0.0], [0.0, 0.0, 0.0], [0.0, 0.0, 0.0], [0.0, 0.0, 0.0], [0.0, 0.0, 0.0], [0.0, 0.0, 0.0], [0.0, 0.0, 0.0], [0.0, 0.0, 0.0], [0.0, 0.0, 0.0], [0.0, 0.0, 0.0], [0.0, 0.0, 0.0], [0.0, 0.0, 0.0], [0.0, 0.0, 0.0], [0.0, 0.0, 0.0], [0.0, 0.0, 0.0]]}